Arrangement a

ORCA calculation (wB97M-V/def2-TZVPD) on a cluster of 2 separate species, CH3IO2P in total.

Last column: Löwdin charge in e.
Positions of all 8 atoms, in Å:
I  -4.03  -0.51  -0.13  0.18
P  -2.39  1.39  -0.02  0.03
O  -2.52  2.03  1.30  -0.49
O  -2.53  2.17  -1.25  -0.49
C  -0.16  0.10  -0.12  -0.10
H  0.60  0.83  -0.37  -0.04
H  -0.09  -0.31  0.88  -0.04
H  -0.32  -0.66  -0.87  -0.04

Results
* HOMO level: -4.34 eV
* molecular weight: 204.91 g/mol
* total charge: -1
* multiplicity: 1

Arrangement b

ORCA calculation (wB97M-V/def2-TZVPD) on the ion CH3IO2P with charge -1.

Last column: Löwdin charge in e.
Positions of all 8 atoms, in Å:
I  -2.76  -0.74  0.29  -0.03
P  -1.12  1.11  -0.38  0.28
O  1.22  -1.36  0.03  -0.21
O  -1.04  2.01  0.81  -0.68
C  0.73  -0.03  -0.22  -0.45
H  1.44  0.64  0.36  0.04
H  0.40  -1.69  0.41  0.01
H  1.13  0.05  -1.31  0.04

Results
* HOMO level: -3.85 eV
* molecular weight: 204.91 g/mol
* total charge: -1
* SMILES: [O-]P(I)CO
* multiplicity: 1

Name the least stable of them. arrangement b.